131
Properties=species:S:1:pos:R:3:forces:R:3 method="wB97M-V/def2-TZVPD" orbital_gap_ev=6.27 total_energy_ha=-4169.35696 lumo_ev=1.806 charge=-1
Sc -0.594 0.226 -0.266 -1.3 0.5 0.4
C -0.256 -3.248 0.647 0.0 0.0 -0.1
N -0.721 -2.879 1.957 0.0 0.0 0.0
C -0.903 -3.938 2.937 0.1 0.0 0.0
C -0.554 -3.257 4.263 0.1 -0.1 0.1
N -0.423 -1.846 3.926 -0.2 0.0 -0.2
C -1.126 -0.892 4.771 0.1 0.0 0.1
C -0.424 -1.687 2.550 0.2 -0.1 0.1
N -0.117 -0.612 1.905 0.2 0.2 -0.5
C 0.608 0.411 2.663 -0.2 0.1 0.1
C 1.876 0.874 1.957 0.2 0.0 0.0
N 2.637 -0.263 1.521 -0.1 0.0 0.3
C 3.895 -0.391 1.642 0.0 0.0 -0.1
N 4.904 0.485 2.007 0.0 0.0 -0.1
C 4.808 1.928 2.039 0.0 -0.1 0.0
C 6.215 -0.122 1.861 0.0 0.0 0.0
C 5.921 -1.487 1.227 0.0 0.0 0.0
N 4.493 -1.619 1.388 0.0 0.0 0.0
C 3.786 -2.621 0.632 0.0 -0.1 0.0
H 0.665 -3.840 0.705 0.0 0.0 0.0
H -0.041 -2.364 0.047 0.0 -0.1 0.0
H -1.017 -3.827 0.126 0.0 0.1 0.1
H -0.215 -4.760 2.724 0.0 0.0 0.0
H -1.920 -4.333 2.914 0.0 0.0 0.0
H 0.390 -3.642 4.657 0.0 0.0 0.1
H -1.320 -3.395 5.026 0.0 0.0 -0.1
H -2.090 -1.299 5.084 -0.1 0.0 0.0
H -1.326 0.013 4.215 0.0 0.1 0.0
H -0.533 -0.643 5.653 0.0 0.0 0.0
H 0.907 0.014 3.635 0.0 0.0 0.0
H -0.033 1.282 2.829 0.0 0.1 0.1
H 2.390 1.522 2.676 0.0 0.0 0.0
H 1.614 1.507 1.102 0.0 0.0 0.0
H 3.966 2.275 1.453 -0.1 0.0 -0.1
H 5.711 2.352 1.595 0.0 0.0 0.0
H 4.718 2.319 3.056 0.0 0.0 0.0
H 6.729 -0.214 2.823 0.0 0.0 0.0
H 6.838 0.494 1.206 0.0 0.0 0.0
H 6.446 -2.298 1.736 0.0 0.0 0.0
H 6.207 -1.511 0.167 0.0 0.0 0.0
H 3.995 -3.618 1.027 0.0 0.0 0.0
H 4.071 -2.595 -0.428 0.0 -0.1 0.1
H 2.721 -2.413 0.709 0.1 0.0 0.0
C -2.481 2.679 4.298 0.0 -0.1 0.0
C -3.267 2.383 3.012 0.0 0.0 0.0
C -2.602 3.106 1.863 0.0 0.0 -0.1
C -3.590 0.896 2.822 -0.1 0.1 0.0
C -4.370 0.378 3.864 0.0 0.0 0.0
C -4.899 -0.893 3.848 0.1 0.0 0.0
C -4.700 -1.675 2.721 -0.1 0.0 0.0
C -3.973 -1.196 1.642 0.0 -0.2 0.0
C -3.923 -2.040 0.378 0.0 -0.1 0.0
C -3.823 -3.546 0.646 0.0 0.0 0.1
C -5.180 -1.806 -0.472 -0.1 0.0 0.0
C -3.347 0.078 1.697 0.1 -0.2 0.0
N -2.552 0.417 0.566 0.6 0.4 -0.2
C -3.331 0.771 -0.548 0.0 0.1 0.1
C -2.940 0.473 -1.801 -0.1 -0.2 0.0
N -1.752 -0.206 -2.053 0.4 0.3 0.5
C -1.503 -0.614 -3.392 0.0 0.0 -0.1
C -1.398 0.267 -4.504 0.0 -0.1 0.0
C -0.975 -0.264 -5.724 0.0 0.0 0.0
C -0.715 -1.602 -5.923 0.0 0.0 0.0
C -0.922 -2.467 -4.869 0.0 0.1 0.0
C -1.314 -1.996 -3.623 0.0 0.0 0.0
C -1.639 -3.035 -2.566 0.0 0.0 0.1
C -3.006 -3.656 -2.867 0.0 0.0 -0.1
C -0.570 -4.123 -2.445 -0.1 0.0 0.0
C -1.757 1.754 -4.643 0.0 0.0 0.1
C -1.351 2.745 -3.556 0.0 -0.1 -0.1
C -3.229 1.930 -5.048 0.0 0.0 0.0
H -2.434 3.757 4.453 0.0 0.0 0.0
H -1.453 2.322 4.222 0.1 0.0 0.0
H -2.924 2.230 5.187 0.0 0.0 0.0
H -4.256 2.839 3.143 0.0 0.0 0.0
H -1.616 2.694 1.660 0.1 0.0 0.0
H -2.483 4.161 2.115 0.0 0.0 0.0
H -3.182 3.041 0.945 0.0 0.0 0.0
H -4.587 1.021 4.709 0.0 0.0 0.0
H -5.483 -1.260 4.683 0.0 0.0 0.0
H -5.154 -2.655 2.667 0.0 -0.1 0.0
H -3.051 -1.730 -0.204 -0.1 0.0 0.1
H -4.796 -3.969 0.908 0.0 0.0 0.0
H -3.134 -3.774 1.457 0.0 0.0 0.0
H -3.487 -4.061 -0.254 0.0 0.0 0.1
H -6.066 -2.119 0.088 0.0 0.0 0.0
H -5.131 -2.397 -1.389 -0.1 0.0 0.1
H -5.301 -0.762 -0.748 0.0 0.0 0.0
H -4.289 1.261 -0.392 0.0 0.0 0.0
H -3.610 0.693 -2.619 0.1 0.1 -0.1
H -0.847 0.420 -6.556 0.0 0.0 0.0
H -0.370 -1.962 -6.885 0.0 0.0 0.0
H -0.785 -3.529 -5.018 0.0 0.0 0.0
H -1.726 -2.513 -1.613 0.1 -0.1 0.0
H -3.009 -4.122 -3.854 0.0 0.0 0.0
H -3.787 -2.893 -2.854 0.1 0.0 -0.1
H -3.260 -4.422 -2.130 0.0 0.0 -0.1
H -0.471 -4.692 -3.369 0.0 0.0 0.0
H -0.834 -4.838 -1.663 0.0 0.0 0.0
H 0.405 -3.693 -2.215 0.1 0.0 0.0
H -1.189 2.067 -5.524 0.0 0.0 0.1
H -1.836 2.538 -2.607 -0.2 -0.1 0.0
H -1.652 3.751 -3.856 0.0 0.0 0.0
H -0.268 2.756 -3.428 -0.1 0.0 0.0
H -3.920 1.675 -4.247 0.0 0.0 0.0
H -3.468 1.297 -5.904 0.0 0.0 0.0
H -3.417 2.970 -5.325 0.0 0.0 0.0
N 0.027 2.580 -0.588 -0.3 -0.4 -0.5
C -0.218 3.944 -0.176 0.1 -0.1 0.3
C -1.354 4.621 -0.596 0.0 0.0 0.0
C -1.582 5.911 -0.154 0.0 0.1 0.1
C -0.688 6.532 0.712 0.0 0.0 0.0
C 0.454 5.859 1.108 0.0 0.0 0.0
C 0.694 4.565 0.659 0.0 0.0 0.1
S -1.048 8.187 1.313 0.0 0.0 0.0
O -1.239 8.964 0.099 0.0 0.0 0.0
O -2.260 8.005 2.099 0.0 0.0 0.0
O 0.128 8.549 2.090 0.0 0.0 0.0
H 1.027 2.468 -0.742 -0.1 0.0 0.0
H -0.383 2.469 -1.519 0.2 0.1 0.1
H -2.067 4.127 -1.246 0.0 0.0 0.0
H -2.466 6.453 -0.462 0.0 0.0 0.0
H 1.146 6.363 1.770 0.0 0.0 0.0
H 1.585 4.030 0.974 0.0 0.0 0.0
F 0.805 0.865 -2.609 0.4 -0.2 0.0
C 1.396 0.080 -1.579 -0.1 -0.1 -0.2
F 1.365 -1.233 -2.060 0.1 0.0 -0.2
C 2.867 0.498 -1.687 -0.1 -0.1 0.3
F 3.285 0.746 -2.933 0.0 -0.1 -0.1
F 3.067 1.646 -0.993 0.0 0.2 0.1
F 3.692 -0.425 -1.175 0.1 0.1 -0.1


130
Properties=species:S:1:pos:R:3:forces:R:3 method="wB97M-V/def2-TZVPD" relative_energy_ev=0.000 orbital_gap_ev="6.55 / 6.68" total_energy_ha=-6537.15331 s_squared=0.755 spin_multiplicity=2 lumo_ev="2.188 / 1.272" charge=-1
Ba -1.332 -0.475 -0.341 7.7 4.5 5.0
C -0.108 5.775 -1.970 -0.1 -0.2 0.1
C 0.035 4.747 -0.851 0.0 -0.4 0.2
C 1.393 4.922 -0.188 -0.3 -0.1 0.1
P -0.265 2.892 -1.168 -0.2 0.8 -0.5
C -2.018 2.914 -1.843 0.1 -0.2 0.0
C -2.883 3.747 -0.907 0.1 -0.1 0.1
C -2.318 3.218 -3.307 0.0 -0.1 0.1
C 0.830 2.514 -2.608 -0.2 0.1 0.3
C 0.795 3.221 -3.806 0.0 0.1 -0.1
C 1.647 2.906 -4.850 0.0 0.1 -0.1
C 2.558 1.874 -4.708 0.0 0.0 -0.1
C 2.603 1.172 -3.519 0.2 -0.1 0.0
C 1.756 1.471 -2.456 -0.2 -0.3 0.3
Si 1.844 0.402 -0.866 1.6 0.4 0.0
C 3.454 -0.696 -1.072 -0.7 0.1 0.0
C 4.736 -0.159 -1.136 0.2 0.1 -0.1
C 5.855 -0.966 -1.252 0.0 0.2 0.0
C 5.704 -2.340 -1.312 0.1 -0.1 0.0
C 4.438 -2.892 -1.249 0.2 -0.1 0.0
C 3.311 -2.085 -1.128 -0.2 0.0 0.1
P 1.556 -2.642 -0.962 1.1 -0.3 -0.4
C 1.215 -3.216 -2.715 0.0 0.1 0.2
C 1.052 -2.011 -3.631 -0.2 -0.1 0.2
C 2.268 -4.156 -3.300 -0.2 0.1 0.2
C 1.836 -4.292 -0.081 -0.2 0.4 0.1
C 2.063 -3.951 1.387 0.1 -0.1 -0.2
C 0.695 -5.283 -0.248 0.1 0.1 0.0
C 2.491 1.644 0.462 -0.4 -0.4 -0.2
C 3.461 2.569 0.087 0.2 0.0 0.0
C 4.061 3.414 1.004 0.0 -0.1 -0.1
C 3.654 3.374 2.326 0.1 0.0 0.1
C 2.651 2.500 2.707 0.1 0.1 0.0
C 2.071 1.621 1.792 -0.2 0.1 0.2
P 0.723 0.471 2.277 0.7 0.0 0.6
C 1.725 -0.722 3.354 -0.3 0.2 -0.2
C 0.751 -1.688 4.020 0.1 0.1 -0.2
C 2.751 -0.183 4.349 0.0 -0.1 -0.3
C -0.392 1.492 3.401 0.1 -0.1 -0.1
C -0.703 2.784 2.653 -0.1 -0.1 -0.1
C -0.047 1.784 4.861 0.0 -0.2 -0.2
H 0.002 6.773 -1.542 0.0 0.1 0.0
H -1.081 5.730 -2.451 -0.1 0.0 -0.1
H 0.673 5.651 -2.715 0.0 0.0 -0.1
H -0.724 4.964 -0.090 0.0 -0.1 -0.1
H 2.195 4.729 -0.896 0.1 0.0 -0.1
H 1.495 4.237 0.649 0.1 0.0 0.1
H 1.504 5.940 0.186 0.0 0.1 0.0
H -2.335 1.887 -1.667 0.0 0.2 0.0
H -2.747 4.817 -1.043 0.0 0.2 -0.1
H -2.656 3.482 0.122 0.0 0.1 0.2
H -3.932 3.517 -1.078 -0.2 0.0 0.0
H -2.153 4.265 -3.559 0.1 0.0 0.0
H -3.372 3.000 -3.486 0.0 0.0 0.0
H -1.732 2.589 -3.978 -0.1 0.0 0.0
H 0.095 4.027 -3.941 -0.1 0.0 0.0
H 1.602 3.468 -5.773 0.0 0.0 -0.1
H 3.228 1.617 -5.517 0.0 0.0 0.0
H 3.322 0.376 -3.402 0.1 -0.1 -0.1
H 4.878 0.909 -1.084 0.0 0.1 0.0
H 6.841 -0.523 -1.290 0.0 0.0 0.0
H 6.572 -2.978 -1.399 0.1 -0.1 0.0
H 4.349 -3.966 -1.297 -0.1 -0.1 0.0
H 0.245 -3.714 -2.637 0.0 -0.1 0.0
H 1.981 -1.447 -3.692 0.1 0.1 0.0
H 0.267 -1.362 -3.253 0.0 0.2 -0.1
H 0.780 -2.336 -4.635 0.0 0.0 -0.1
H 3.209 -3.626 -3.439 0.1 0.0 0.0
H 1.938 -4.509 -4.276 0.0 0.0 -0.1
H 2.447 -5.024 -2.672 0.1 -0.1 0.1
H 2.745 -4.756 -0.473 0.0 0.1 -0.1
H 1.176 -3.460 1.782 0.0 0.0 0.2
H 2.912 -3.274 1.485 0.1 0.1 0.1
H 2.268 -4.847 1.973 0.0 -0.1 0.1
H -0.227 -4.863 0.137 -0.1 -0.1 0.0
H 0.916 -6.201 0.297 0.0 -0.1 0.0
H 0.546 -5.534 -1.294 -0.1 -0.1 -0.1
H 3.728 2.650 -0.956 0.1 0.0 -0.2
H 4.822 4.114 0.687 0.0 0.1 0.0
H 4.111 4.028 3.055 0.0 0.1 0.1
H 2.327 2.505 3.735 0.0 0.0 0.1
H 2.281 -1.278 2.587 -0.1 0.0 0.0
H 0.196 -1.197 4.816 -0.1 0.0 0.1
H 1.281 -2.539 4.449 0.0 -0.1 0.0
H 0.043 -2.048 3.276 -0.1 -0.2 0.0
H 2.296 0.419 5.128 -0.1 0.1 0.1
H 3.510 0.409 3.844 0.1 0.0 0.0
H 3.252 -1.024 4.831 0.1 -0.1 0.1
H -1.309 0.890 3.387 0.0 0.0 0.0
H 0.178 3.419 2.570 0.1 0.1 0.0
H -1.485 3.340 3.167 -0.1 0.1 0.1
H -1.067 2.541 1.657 0.0 0.1 -0.1
H 0.793 2.468 4.951 0.1 0.0 0.1
H 0.167 0.880 5.423 0.1 0.0 0.1
H -0.907 2.267 5.326 -0.1 0.1 0.1
O -1.251 -2.550 0.684 0.1 -2.1 1.8
O -0.858 -2.578 -0.665 0.3 -5.0 -1.1
F -1.545 -0.096 -2.448 -1.4 0.5 -4.9
As -3.114 -0.933 -2.744 -1.8 -1.2 -5.3
F -3.987 0.558 -2.652 0.6 -0.3 0.7
F -2.933 -0.595 -4.481 0.1 -0.2 1.2
F -4.628 -1.785 -3.024 0.9 0.5 0.4
F -2.239 -2.425 -3.042 -0.3 0.8 0.6
F -3.228 -1.280 -1.049 -4.0 -1.4 -1.3
N -5.489 -7.361 2.557 -0.1 -0.1 0.0
C -4.809 -6.507 2.194 -0.6 -0.7 0.3
C -3.950 -5.475 1.777 0.7 0.8 -0.3
C -3.659 -5.289 0.423 -0.1 0.0 0.4
C -2.773 -4.312 0.032 0.4 0.5 -0.3
C -2.159 -3.491 0.985 -0.7 -1.0 0.4
C -2.474 -3.661 2.341 0.3 0.3 -0.3
C -3.358 -4.639 2.730 -0.1 -0.1 -0.1
H -4.137 -5.919 -0.312 0.0 0.0 -0.1
H -2.527 -4.150 -1.009 0.0 0.0 0.0
H -2.018 -3.008 3.070 0.0 0.0 0.1
H -3.609 -4.771 3.772 0.0 0.0 0.1
C -5.346 0.922 0.013 0.5 -0.3 0.1
Si -3.881 0.952 1.231 -2.5 0.5 1.7
C -4.325 2.436 2.364 0.2 -0.4 -0.3
C -4.072 -0.562 2.399 0.1 0.4 -0.5
O -2.435 1.051 0.638 -1.8 3.0 1.7
H -6.294 0.909 0.544 -0.1 0.0 0.3
H -5.343 0.062 -0.654 0.0 0.0 0.0
H -5.335 1.812 -0.611 0.0 0.1 -0.1
H -5.379 2.427 2.628 -0.2 -0.1 0.0
H -4.124 3.386 1.877 0.1 0.2 -0.1
H -3.757 2.417 3.290 0.2 0.0 0.2
H -4.934 -0.449 3.049 -0.2 0.1 0.1
H -3.198 -0.666 3.040 0.2 0.0 0.1
H -4.197 -1.497 1.858 0.0 -0.2 -0.1